[1]
{
  "formula": "C22H30N4O4S",
  "method": "ωB97M-V with the def2-TZVPD basis set",
  "gap_ev": 8.7,
  "smiles": "CCOC(=O)N1CCC(NC(=O)[C@@H]2CCCN(C(=O)c3cc4sccc4n3C)C2)CC1",
  "e_above_lowest_kcal_mol": 0.00,
  "e_lumo_ev": 0.571,
  "e_tot_ha": -1774.5835,
  "species": ["H", "H", "C", "N", "O", "H", "H", "H", "H", "C", "O", "H", "C", "H", "C", "H", "H", "C", "H", "H", "H", "C", "H", "H", "C", "C", "C", "C", "C", "H", "C", "H", "C", "H", "O", "H", "H", "O", "S", "C", "H", "C", "C", "C", "H", "N", "H", "H", "C", "H", "C", "N", "H", "H", "H", "H", "C", "C", "H", "C", "N"],
  "coordinates": [[-4.313, 1.718, 2.041], [-0.441, 0.046, -1.687], [-1.465, 0.242, 1.736], [1.798, -2.457, -2.055], [3.669, -1.431, -1.348], [3.046, 3.205, 2.917], [5.008, -2.241, -0.008], [0.514, -3.672, -3.137], [-5.909, 0.363, 0.501], [-3.655, -0.779, 1.614], [-3.558, -1.159, -2.062], [-4.936, -1.864, 0.268], [-0.984, -2.038, -1.466], [-4.741, 2.381, -0.307], [0.873, 0.902, 3.509], [-3.379, 1.395, -0.854], [-4.471, -0.598, 2.324], [5.991, -1.931, -1.904], [5.758, -2.933, -2.255], [0.819, -1.226, -3.398], [-3.083, -1.636, 1.971], [1.196, -1.182, -2.369], [0.488, -0.115, 3.456], [-2.856, 2.459, 1.352], [1.219, 2.653, 1.790], [-3.249, -1.314, -0.896], [3.003, -2.607, -1.460], [-5.055, 0.246, -0.170], [2.598, 4.351, 1.155], [0.091, -3.329, -0.126], [0.038, -0.895, -1.413], [0.454, 1.401, 4.388], [-0.592, 1.408, 1.529], [1.953, -0.403, -2.301], [3.451, -3.669, -1.094], [-1.294, 2.366, -0.331], [-1.445, -2.075, -2.459], [-0.981, -0.861, 2.006], [1.389, 4.422, -0.092], [0.553, 3.099, 0.642], [5.212, -0.517, -0.453], [-0.590, 2.312, 0.474], [2.394, 3.381, 2.082], [-0.285, -3.361, -1.151], [5.948, -1.242, -2.745], [0.527, 1.606, 2.305], [3.404, 5.056, 1.115], [-0.990, -4.188, -1.236], [-3.522, 1.599, 1.289], [1.445, -4.475, -1.845], [-4.160, 1.482, -0.096], [-2.055, -1.805, -0.519], [0.420, -0.805, -0.394], [-5.425, 0.122, -1.187], [1.957, 0.870, 3.605], [-1.767, -1.818, 0.451], [4.993, -1.519, -0.831], [0.886, -3.577, -2.111], [6.996, -1.926, -1.490], [-4.257, -1.004, 0.225], [-2.798, 0.389, 1.598]],
  "nbo_charge": [0.190, 0.215, 0.669, -0.451, -0.530, 0.228, 0.199, 0.188, 0.198, -0.232, -0.650, 0.237, -0.065, 0.218, -0.416, 0.208, 0.205, -0.636, 0.226, 0.188, 0.242, -0.217, 0.254, 0.233, 0.103, 0.685, 0.896, -0.399, -0.378, 0.206, -0.412, 0.197, 0.028, 0.239, -0.669, 0.231, 0.228, -0.683, 0.413, -0.267, 0.184, -0.266, -0.272, -0.404, 0.207, -0.296, 0.234, 0.217, -0.220, 0.247, -0.413, -0.632, 0.213, 0.245, 0.210, 0.426, -0.067, -0.220, 0.213, -0.310, -0.420]
}

=====

[2]
{
  "formula": "C3H4F2O",
  "method": "ωB97M-V with the def2-TZVPD basis set",
  "gap_ev": 11.3,
  "smiles": "FC1(F)COC1",
  "e_above_lowest_kcal_mol": 52.24,
  "e_lumo_ev": 0.984,
  "e_tot_ha": -391.5895,
  "species": ["H", "C", "C", "O", "H", "H", "F", "C", "H", "F"],
  "coordinates": [[0.117, 1.957, -0.056], [0.287, 0.974, 0.443], [-0.821, -0.136, 0.004], [1.384, 0.098, -0.032], [0.800, -1.111, -1.647], [0.492, -1.929, -0.042], [-1.338, -0.667, 1.016], [0.484, -0.933, -0.500], [0.423, 1.311, 1.640], [-1.828, 0.436, -0.827]],
  "nbo_charge": [0.196, -0.138, 0.668, -0.532, 0.202, 0.194, -0.292, -0.135, 0.190, -0.352]
}

=====

[3]
{
  "formula": "C20H28ClF3N4O9PS2",
  "method": "ωB97M-V with the def2-TZVPD basis set",
  "gap_ev": 7.2,
  "charge": 1,
  "e_lumo_ev": -4.620,
  "e_tot_ha": -3572.2680,
  "species": ["F", "O", "H", "C", "C", "H", "C", "C", "H", "C", "O", "C", "C", "Cl", "H", "H", "N", "H", "N", "H", "C", "C", "C", "H", "H", "H", "H", "H", "O", "O", "H", "F", "H", "H", "H", "O", "C", "C", "C", "C", "H", "H", "H", "C", "C", "S", "H", "O", "O", "C", "N", "H", "H", "H", "O", "H", "S", "P", "C", "H", "F", "H", "C", "H", "H", "O", "C", "N"],
  "coordinates": [[2.005, -1.136, 4.511], [2.753, -2.677, -0.994], [2.341, -4.373, 0.136], [-1.588, -0.567, 1.474], [5.415, 3.696, -2.261], [-4.042, -1.505, 1.869], [-4.208, 0.133, 0.413], [-2.880, 0.645, -0.157], [-3.620, 0.252, -2.178], [0.812, -2.883, 0.381], [6.524, -0.198, -2.877], [5.822, 2.381, -2.425], [0.699, -1.493, 1.013], [-1.989, -1.767, -0.785], [5.577, 4.191, -1.314], [4.139, 4.275, -5.348], [-2.544, -0.132, 2.347], [-6.388, -1.432, 0.981], [-0.501, -1.226, 1.881], [-5.135, 1.877, -0.472], [-6.677, 0.727, 0.338], [2.267, -3.290, 0.198], [4.542, -2.354, -2.522], [-8.099, -0.788, 1.081], [0.771, -0.670, 0.303], [6.300, 1.838, -1.625], [4.492, 5.400, -3.176], [0.326, -3.632, 1.003], [-1.543, -1.941, 4.140], [4.191, -4.358, -1.252], [0.362, -2.919, -0.604], [0.954, 0.523, 3.596], [-2.636, 1.594, 0.322], [4.869, 1.923, -5.653], [-3.268, 1.939, -1.824], [-6.961, -0.262, -0.587], [-5.248, 1.246, 0.413], [4.607, 3.743, -4.531], [4.807, 4.374, -3.310], [5.010, 2.430, -4.710], [-3.679, 2.878, 2.988], [-5.202, 1.842, 1.323], [-1.931, 0.858, -2.094], [5.607, 1.774, -3.649], [3.859, -3.259, -1.548], [-0.290, -1.850, 3.493], [-4.548, -0.686, -0.226], [0.549, -2.981, 3.324], [5.855, -0.134, -4.919], [-2.929, 0.916, -1.662], [6.030, 0.374, -3.831], [2.886, -2.968, 1.042], [3.811, -1.657, -2.931], [-4.637, -0.025, 2.548], [-1.903, 0.777, 4.629], [-1.599, 1.492, 5.212], [-0.941, 2.512, 2.398], [-2.240, 1.339, 3.184], [-7.053, -0.580, 0.898], [1.544, -1.394, 1.695], [0.286, -0.275, 5.509], [-7.434, 1.503, 0.462], [0.826, -0.563, 4.344], [5.275, -1.763, -1.974], [5.014, -2.943, -3.301], [-3.699, 1.965, 3.314], [-3.927, -0.421, 1.830], [-1.790, -0.313, 0.148]],
  "nbo_charge": [-0.277, -0.545, 0.227, 0.776, -0.209, 0.228, -0.266, -0.048, 0.233, -0.447, -0.390, -0.215, -0.227, 0.194, 0.224, 0.227, -0.783, 0.197, -0.602, 0.231, 0.077, -0.074, -0.724, 0.218, 0.246, 0.249, 0.223, 0.241, -0.840, -0.571, 0.234, -0.295, 0.241, 0.253, 0.237, -0.497, -0.433, -0.206, -0.178, -0.212, 0.538, 0.218, 0.239, 0.085, 0.802, 2.193, 0.249, -0.863, -0.366, -0.632, 0.519, 0.180, 0.225, 0.256, -0.970, 0.530, -0.538, 1.944, -0.161, 0.229, -0.281, 0.199, 0.783, 0.265, 0.254, -0.984, -0.221, -0.410]
}

=====

[4]
{
  "formula": "C20H26BrF7N3O3S",
  "method": "ωB97M-V with the def2-TZVPD basis set",
  "spin_multiplicity": 2,
  "gap_ev": [8.3, 8.1],
  "e_above_lowest_kcal_mol": 0.00,
  "e_lumo_ev": [0.235, 0.128],
  "e_tot_ha": -4838.8439,
  "species": ["F", "O", "H", "H", "C", "F", "C", "C", "H", "H", "H", "N", "C", "F", "H", "F", "C", "F", "H", "H", "H", "C", "N", "C", "C", "C", "C", "H", "O", "S", "H", "H", "C", "C", "C", "H", "N", "H", "H", "H", "H", "H", "H", "C", "C", "F", "F", "C", "H", "H", "H", "H", "H", "Br", "H", "C", "H", "C", "C", "C", "O"],
  "coordinates": [[-4.414, 1.254, -0.128], [-0.644, 0.524, -2.478], [-1.032, 3.435, 6.115], [0.353, 1.431, 6.691], [-3.598, 0.256, 0.214], [-3.796, -1.943, 1.141], [0.855, 1.158, 0.787], [-0.843, -1.570, -7.551], [-2.182, 0.063, 3.654], [-0.632, -1.987, -8.522], [0.919, -1.618, -1.309], [3.124, 0.292, 0.455], [-2.703, -0.099, -1.024], [-3.309, 0.374, -2.118], [-0.187, -0.617, 5.352], [-2.854, 0.651, 1.253], [2.714, -0.930, -0.315], [-5.264, -1.315, -0.323], [1.454, -0.018, -1.790], [1.290, 0.424, 3.377], [1.789, -1.031, 2.549], [-0.618, -0.547, -5.559], [-0.357, 1.416, 5.982], [2.199, 0.870, 1.484], [-1.987, 2.068, 4.636], [-4.503, -0.909, 0.691], [0.274, -0.002, -0.023], [3.560, -0.311, -2.239], [-1.330, 2.094, -0.657], [-1.034, 0.774, -1.123], [1.024, 1.988, 0.094], [-2.728, 2.678, 4.146], [-0.690, 0.326, 5.224], [2.069, -0.002, 2.739], [-1.701, 0.700, 4.378], [1.861, -2.682, 0.739], [-1.914, -0.952, -5.718], [4.714, -1.049, -1.125], [3.014, 0.020, 3.290], [-2.644, -0.807, -5.045], [2.681, 2.984, 1.184], [-0.313, -0.032, -4.665], [3.846, 2.086, 2.170], [-1.140, 2.481, 5.630], [1.313, -0.671, -0.929], [-2.573, -1.413, -1.177], [-5.280, -0.470, 1.675], [2.787, 2.207, 1.939], [3.458, -2.936, 0.046], [1.121, -0.737, -6.863], [3.508, -2.061, -1.956], [0.125, 1.500, 1.526], [2.262, 2.527, 2.844], [-0.591, -1.296, 1.147], [-3.015, -1.967, -7.240], [-2.062, -1.576, -6.927], [3.304, -1.996, 1.507], [2.824, -2.207, 0.555], [3.684, -1.089, -1.487], [0.074, -0.916, -6.682], [3.736, 1.175, -0.239]],
  "mulliken_spin": [0.000, 0.001, 0.000, 0.000, 0.000, 0.000, 0.061, 0.000, 0.000, 0.000, -0.004, 0.393, 0.001, 0.000, 0.000, 0.000, 0.004, 0.000, 0.000, 0.005, 0.000, 0.000, 0.000, -0.025, 0.000, 0.000, -0.047, 0.004, 0.000, 0.000, 0.002, 0.000, 0.000, 0.026, 0.000, 0.003, 0.000, -0.006, -0.014, 0.000, 0.003, 0.000, -0.005, 0.000, 0.054, 0.000, 0.000, -0.005, -0.003, 0.000, 0.000, -0.002, 0.000, 0.001, 0.000, 0.000, -0.009, 0.013, 0.005, 0.000, 0.543]
}

=====

[5]
{
  "formula": "CBrCl3S",
  "method": "ωB97M-V with the def2-TZVPD basis set",
  "gap_ev": 8.8,
  "e_above_lowest_kcal_mol": 0.00,
  "e_lumo_ev": -0.981,
  "e_tot_ha": -4390.8497,
  "species": ["C", "Cl", "S", "Cl", "Br", "Cl"],
  "coordinates": [[0.344, 0.302, -0.012], [0.204, 1.275, 1.378], [-0.409, -1.324, 0.078], [-2.428, -1.043, 0.106], [2.287, -0.631, -0.019], [0.343, 1.289, -1.509]],
  "nbo_charge": [-0.353, 0.110, 0.350, -0.168, 0.004, 0.057]
}

=====

[6]
{
  "formula": "C19H31F3N2O6Si",
  "method": "ωB97M-V with the def2-TZVPD basis set",
  "gap_ev": 7.1,
  "smiles": "CCN[Si@@](CC(=O)N(C)C)(C[C@@H](O)C(F)(F)F)[C@H](C)CC.O=C1C=C(O)C(=O)C=C1O",
  "e_lumo_ev": -2.005,
  "e_tot_ha": -1892.3832,
  "species": ["C", "H", "C", "C", "F", "H", "C", "H", "H", "Si", "H", "O", "H", "H", "C", "O", "H", "C", "H", "C", "O", "C", "H", "H", "H", "H", "H", "N", "F", "H", "H", "C", "C", "H", "C", "N", "C", "C", "H", "H", "O", "H", "H", "H", "C", "H", "H", "C", "O", "C", "H", "H", "H", "C", "F", "O", "C", "H", "C", "H", "H", "H"],
  "coordinates": [[0.205, -0.192, -2.655], [-6.417, -1.643, -0.996], [3.995, 1.635, 1.462], [4.392, 4.402, 0.856], [-4.260, 3.049, -0.659], [0.557, -3.135, 1.152], [3.734, 3.482, -0.112], [2.297, -2.490, 1.505], [-4.010, -4.407, -0.420], [-0.366, -0.689, 0.262], [1.527, -0.360, -4.571], [4.562, 5.580, 0.558], [-1.735, 3.224, 1.487], [4.779, 1.087, 3.623], [4.628, 2.562, 2.440], [-2.791, -1.465, -1.890], [0.104, -3.622, 3.520], [-3.026, -1.800, -0.619], [1.595, -0.299, 1.604], [-1.877, -1.838, 0.584], [3.855, 0.451, 1.746], [-2.345, 1.582, 0.386], [-5.085, -3.559, -1.837], [-3.056, 0.689, 0.641], [-0.340, -0.472, -4.882], [-0.362, 1.759, -0.744], [-5.800, -3.900, -0.119], [0.768, -0.935, 1.684], [-2.008, 3.668, -1.189], [0.999, 0.684, -2.493], [1.188, -2.113, 4.188], [1.153, -2.390, 1.830], [-0.760, 1.195, 0.227], [2.628, -1.258, -2.323], [-2.885, 2.483, -0.916], [-4.442, -2.207, -0.165], [2.080, -1.476, -1.311], [4.813, 3.852, 2.154], [-0.854, 0.352, -2.590], [-2.347, -1.583, 1.652], [-2.448, 2.520, 1.553], [0.661, -1.967, -4.080], [-5.849, -0.659, 0.509], [-0.091, -2.253, -1.714], [-4.819, -3.573, -0.696], [1.995, -3.701, 3.508], [3.563, 4.962, -1.286], [0.449, -1.246, -1.412], [3.317, 4.011, -1.319], [1.082, -2.955, 3.381], [-0.182, 1.716, 1.132], [2.226, -2.637, -1.082], [-5.001, -0.275, -1.151], [0.508, -0.809, -4.144], [-3.002, 1.684, -2.163], [5.019, 2.039, 3.659], [-5.458, -1.140, -0.508], [3.077, 1.510, -0.521], [3.552, 2.191, 0.174], [2.593, -0.875, -0.435], [5.274, 4.537, 2.855], [-1.563, -2.986, 0.666]],
  "nbo_charge": [-0.407, 0.212, 0.478, 0.451, -0.350, 0.189, 0.373, 0.197, 0.217, 1.908, 0.207, -0.514, 0.478, 0.505, 0.293, -0.573, 0.207, 0.739, 0.400, -1.036, -0.545, 0.048, 0.199, 0.237, 0.229, 0.276, 0.211, -1.076, -0.356, 0.186, 0.227, -0.234, -0.970, 0.221, 0.969, -0.562, -0.642, -0.350, 0.232, 0.279, -0.715, 0.214, 0.205, 0.238, -0.430, 0.209, 0.505, -0.726, -0.651, -0.638, 0.263, 0.217, 0.229, -0.641, -0.344, -0.639, -0.443, 0.246, -0.398, 0.211, 0.251, 0.283]
}

=====

[7]
{
  "formula": "C12H14B2F8O8",
  "method": "ωB97M-V with the def2-TZVPD basis set",
  "gap_ev": 9.7,
  "smiles": "CCOB(O)C1=C(CB(O)O)C(=O)OC1=O.FC(F)C(F)(F)COC(F)(F)C(F)F",
  "e_lumo_ev": -0.660,
  "e_tot_ha": -1916.4447,
  "species": ["H", "F", "F", "C", "H", "C", "H", "H", "F", "H", "F", "C", "H", "O", "O", "O", "F", "F", "O", "C", "H", "H", "C", "F", "H", "H", "H", "F", "C", "C", "O", "B", "H", "C", "O", "C", "C", "C", "O", "H", "B", "H", "C", "O"],
  "coordinates": [[0.124, -2.317, 1.190], [-2.833, -2.331, -3.708], [-1.328, -1.873, -1.511], [-1.611, 0.347, -2.921], [4.622, -1.288, 1.275], [-0.156, 0.014, 3.586], [-1.411, 1.410, -3.047], [-0.796, -0.104, 4.465], [-1.397, -0.412, -5.153], [3.306, 0.164, 2.820], [-0.122, -2.750, -3.924], [-1.750, 1.979, 3.043], [-2.273, 0.237, -2.062], [-0.304, 3.781, 0.620], [0.235, -2.060, 2.115], [-2.613, 1.788, 3.842], [-3.903, -1.365, -5.354], [0.711, -3.552, -2.063], [2.655, 3.176, 2.855], [0.578, -2.437, -2.820], [-2.550, -0.727, 2.363], [1.564, -2.063, -3.098], [3.090, 0.132, 1.747], [0.616, -1.107, -0.919], [5.147, 0.403, 1.187], [0.891, -0.127, 3.847], [2.279, -0.580, 1.585], [-2.976, 1.032, -4.656], [-0.507, 3.126, 1.590], [-3.378, -1.169, -4.126], [-1.791, 2.995, 2.122], [1.981, 2.235, 2.136], [4.121, -0.280, -0.086], [4.325, -0.281, 0.984], [-0.340, -0.228, -2.689], [-2.306, -0.077, -4.218], [0.403, 2.184, 2.306], [-0.176, -1.381, -1.999], [2.677, 1.426, 1.290], [2.147, 3.531, 3.592], [-0.593, -1.046, 2.477], [-4.176, -0.871, -3.441], [-0.396, 1.338, 2.964], [-1.786, -0.869, 1.795]],
  "nbo_charge": [0.511, -0.323, -0.315, -0.135, 0.212, -0.818, 0.236, 0.269, -0.307, 0.164, -0.313, 0.754, 0.213, -0.505, -0.889, -0.527, -0.318, -0.325, -0.858, 0.505, 0.508, 0.152, -0.055, -0.343, 0.216, 0.248, 0.183, -0.329, 0.777, 0.520, -0.501, 1.174, 0.214, -0.618, -0.503, 0.596, -0.457, 0.851, -0.735, 0.496, 1.154, 0.141, 0.005, -0.923]
}

=====

[8]
{
  "formula": "C2H5NO2S",
  "method": "ωB97M-V with the def2-TZVPD basis set",
  "gap_ev": 9.3,
  "smiles": "OCC(=S)NO",
  "e_above_lowest_kcal_mol": 48.05,
  "e_lumo_ev": 0.508,
  "e_tot_ha": -682.5630,
  "species": ["S", "N", "C", "H", "H", "O", "C", "H", "O", "H", "H"],
  "coordinates": [[-1.571, -0.786, 1.444], [0.418, -1.015, -0.207], [-0.399, -0.223, 0.433], [0.196, 1.566, -1.656], [0.404, 1.591, 0.970], [0.769, 1.324, -0.961], [-0.141, 1.211, 0.110], [-1.093, 1.765, -0.055], [0.553, -2.322, 0.096], [1.099, -0.617, -0.842], [-0.235, -2.494, 0.667]],
  "nbo_charge": [-0.241, -0.241, 0.046, 0.476, 0.211, -0.710, -0.133, 0.207, -0.526, 0.420, 0.491]
}